Entry 1:
Entry from the Open Molecules 2025 dataset: 10 unconnected molecules or ions with the total composition C45H115N16O10P3 at a distorted geometry (ωB97M-V with the def2-TZVPD basis set).

Values from the calculation:
* highest occupied orbital energy (spin up / spin down): -9.66 / -9.66 eV
* orbital gap (spin up / spin down): 7.85 / 3.45 eV

Structure (ORCA input):
```
! wB97M-V def2-TZVPD RIJCOSX def2/J DEFGRID3
* xyz 1 2
C -16.3484 -0.4285 3.8978
O -17.4970 0.0186 3.7761
N -15.6274 -0.5654 5.0630
C -14.2198 -0.9574 5.0538
C -16.2049 -0.1440 6.3417
H -15.7523 -0.7018 3.0134
H -13.7336 -1.0828 6.0213
H -13.6120 -0.2797 4.4542
H -14.1581 -1.9382 4.5823
H -17.2811 -0.0041 6.2407
H -16.1075 -0.9793 7.0352
H -15.6266 0.7040 6.7085
C -11.7985 -5.6502 5.7918
O -10.8333 -5.8582 6.5149
N -13.0132 -6.2303 5.8791
C -14.0024 -6.0140 4.8856
C -13.2850 -7.3433 6.7449
H -11.8132 -4.8296 5.0580
H -15.0698 -6.1682 5.0439
H -13.7326 -6.7542 4.1323
H -13.9354 -4.9966 4.5002
H -13.2185 -8.2622 6.1624
H -12.4706 -7.4460 7.4620
H -14.2065 -7.4076 7.3235
C -17.9578 -0.6337 0.4062
O -17.1042 -1.0967 -0.3345
N -19.1327 -1.2862 0.6245
C -20.0656 -0.6814 1.5916
C -19.5671 -2.4412 -0.1757
H -17.8111 0.1764 1.1373
H -21.1206 -0.6878 1.3174
H -19.8366 0.3666 1.7848
H -19.8767 -1.1463 2.5592
H -18.6920 -2.8038 -0.7150
H -19.8670 -3.3218 0.3924
H -20.1634 -2.0835 -1.0151
C -23.0871 -9.2145 1.8331
O -23.9763 -9.7813 2.5018
N -22.1701 -8.2820 2.2026
C -21.2068 -7.7488 1.2345
C -21.9709 -7.7756 3.5542
H -22.9552 -9.3959 0.7552
H -20.2319 -8.2235 1.3454
H -21.1888 -6.6749 1.4205
H -21.6705 -7.9683 0.2727
H -20.9583 -8.0231 3.8727
H -22.0357 -6.6884 3.5970
H -22.5765 -8.1577 4.3760
C -19.0628 -4.4949 3.9282
O -19.5862 -5.3144 3.1919
N -18.4057 -4.7622 5.1178
C -17.6753 -3.7070 5.8052
C -18.3275 -6.0957 5.7090
H -19.1164 -3.4341 3.6383
H -18.1218 -2.7630 5.4928
H -16.6356 -3.8443 5.5085
H -17.7277 -3.9037 6.8760
H -18.9297 -6.0079 6.6132
H -18.7444 -6.9514 5.1778
H -17.3090 -6.2797 6.0509
C -17.4011 -2.6909 9.5414
O -17.5902 -1.8402 8.6832
N -16.8159 -2.5518 10.6922
C -16.3062 -3.7210 11.4179
C -16.6890 -1.2574 11.3903
H -17.6510 -3.7231 9.2510
H -15.2266 -3.8296 11.3142
H -16.6567 -4.6665 11.0040
H -16.5494 -3.5765 12.4705
H -17.1540 -0.4325 10.8504
H -17.1857 -1.3595 12.3552
H -15.6233 -1.0353 11.4449
O -14.2026 -8.9707 3.8194
P -14.8768 -10.1179 3.1523
N -15.3752 -11.2934 4.3317
C -16.5993 -12.0930 4.3153
C -14.6241 -11.5125 5.5636
N -13.9545 -11.1258 2.0639
C -12.8597 -10.5059 1.3668
C -14.2828 -12.5101 1.6531
N -16.3285 -9.8901 2.2438
C -17.4914 -9.3722 2.9907
C -16.4344 -9.7465 0.7535
H -16.4497 -13.1194 4.6503
H -17.0287 -12.1128 3.3136
H -17.3386 -11.6138 4.9571
H -15.0573 -12.3677 6.0824
H -14.5929 -10.6312 6.2042
H -13.5946 -11.8564 5.4635
H -13.0316 -9.4855 1.0242
H -11.9025 -10.5402 1.8869
H -12.7439 -11.1950 0.5302
H -13.9525 -12.7019 0.6322
H -13.6870 -13.2053 2.2446
H -15.3296 -12.8049 1.7275
H -17.7683 -8.4083 2.5637
H -18.3567 -10.0349 3.0103
H -17.2340 -9.2306 4.0403
H -15.8962 -8.8681 0.3972
H -17.4699 -9.6385 0.4306
H -15.9612 -10.6248 0.3145
O -22.7338 -6.5643 9.2543
P -22.9916 -5.2732 8.5431
N -24.6133 -5.0173 8.0279
C -25.4830 -6.1420 7.7964
C -25.3356 -3.7277 7.6574
N -21.9835 -4.9471 7.1965
C -22.2458 -3.7668 6.3065
C -21.5137 -6.1781 6.5678
N -22.8349 -3.9848 9.5936
C -23.8039 -3.8184 10.6331
C -21.5912 -3.2262 9.6835
H -24.9051 -6.8647 7.2203
H -26.4544 -5.9406 7.3447
H -25.6592 -6.7806 8.6620
H -26.1594 -3.5748 8.3546
H -25.7481 -3.8659 6.6580
H -24.6843 -2.8567 7.5852
H -23.0031 -4.0140 5.5626
H -22.7182 -2.9538 6.8579
H -21.3752 -3.2892 5.8571
H -20.9081 -5.9172 5.6999
H -20.9294 -6.7764 7.2668
H -22.3510 -6.7612 6.1844
H -24.5428 -3.0375 10.4532
H -24.4862 -4.6634 10.7257
H -23.3018 -3.5573 11.5646
H -20.7718 -3.8688 10.0055
H -21.7095 -2.5092 10.4960
H -21.3422 -2.7806 8.7204
O -16.7438 -6.2725 8.8484
P -17.0522 -7.6016 9.4858
N -18.7074 -7.9571 9.7545
C -19.1940 -9.3161 9.9725
C -19.6618 -6.8731 9.9851
N -16.3745 -7.7808 11.0434
C -15.1340 -7.1041 11.4318
C -16.6466 -8.9122 11.9442
N -16.4461 -8.8776 8.5574
C -16.8902 -9.1013 7.1690
C -15.1960 -9.4911 8.8750
H -19.6821 -9.8017 9.1275
H -19.8438 -9.4538 10.8368
H -18.3269 -9.9468 10.1686
H -20.5754 -7.2882 10.4107
H -19.9109 -6.5248 8.9827
H -19.2687 -6.0663 10.6037
H -14.9000 -6.2602 10.7828
H -15.0992 -6.7112 12.4480
H -14.2518 -7.7322 11.3084
H -17.6915 -8.9395 12.2533
H -16.2282 -9.7991 11.4685
H -16.0396 -8.8883 12.8492
H -16.5781 -10.0868 6.8231
H -17.9756 -9.0077 7.1314
H -16.4777 -8.2808 6.5819
H -15.1538 -10.2631 9.6433
H -14.5503 -8.6895 9.2336
H -14.6943 -9.9116 8.0034
C -13.5022 -3.4722 -2.1514
C -14.2624 -4.6481 -1.4391
C -13.1476 -5.3080 -0.6003
C -13.6751 -6.1624 0.6117
C -14.6101 -5.3696 1.4634
C -15.7965 -4.7302 0.6334
N -15.3140 -4.0939 -0.5934
O -16.3817 -3.5217 -1.3819
C -16.8878 -5.7981 0.3094
C -16.3753 -3.6478 1.5474
C -14.7522 -5.7109 -2.4191
H -13.0993 -2.7853 -1.4071
H -14.1019 -2.7963 -2.7611
H -12.6155 -3.7566 -2.7180
H -12.5369 -6.0249 -1.1492
H -12.4966 -4.5157 -0.2307
H -12.7760 -6.4757 1.1423
H -14.2267 -7.0074 0.1995
H -14.0260 -4.5591 1.8993
H -14.9122 -5.9364 2.3440
H -16.5002 -6.7109 -0.1431
H -17.3725 -6.1177 1.2319
H -17.7196 -5.5274 -0.3408
H -16.1625 -3.9676 2.5675
H -15.8346 -2.7024 1.5908
H -17.4362 -3.5397 1.3218
H -15.3309 -6.4960 -1.9325
H -13.9200 -6.2312 -2.8932
H -15.4724 -5.3080 -3.1312
H -16.3971 -2.5943 -1.1344
*
```


Entry 2:
Entry from the Open Molecules 2025 dataset: 13 unconnected molecules or ions with the total composition C45H120N4O17 at a distorted geometry (ωB97M-V with the def2-TZVPD basis set).

Values from the calculation:
* highest occupied orbital energy: -8.19 eV
* orbital gap: 8.57 eV

Structure (ORCA input):
```
! wB97M-V def2-TZVPD RIJCOSX def2/J DEFGRID3
* xyz 0 1
C 5.1462 -1.3223 0.5477
C 5.2069 -0.8221 2.0059
C 5.4862 0.6867 2.0409
O 3.9632 -1.0669 2.5855
H 4.2274 -0.9845 0.0684
H 5.0893 -2.4105 0.5752
H 6.0337 -1.0620 -0.0291
H 6.0155 -1.2680 2.5851
H 4.7104 1.1901 1.4641
H 6.4404 0.9912 1.6110
H 5.4821 1.1282 3.0375
H 3.9693 -2.0082 2.7742
C -1.1360 -2.7822 5.6493
C 0.2505 -2.1430 5.2188
C 0.4843 -2.2637 3.7273
O 0.2155 -0.7255 5.4343
H -1.0099 -3.8648 5.6357
H -1.9752 -2.5160 5.0067
H -1.4073 -2.7047 6.7021
H 1.0421 -2.6077 5.8065
H 0.4997 -3.3019 3.3956
H 1.4224 -1.7633 3.4872
H -0.3418 -1.7853 3.2014
H 0.9887 -0.2502 5.1214
C 3.5637 5.2071 3.4495
C 2.6166 4.0112 3.4170
C 1.2164 4.3445 2.8378
O 3.3586 3.0269 2.6649
H 3.3022 5.9788 4.1734
H 3.6034 5.7195 2.4883
H 4.6286 5.0090 3.5719
H 2.5283 3.6972 4.4570
H 0.5726 3.4731 2.7182
H 1.2358 4.7325 1.8193
H 0.6671 5.0849 3.4194
H 3.4522 3.3064 1.7513
C 0.5669 1.3721 0.6613
C 1.3244 0.6909 -0.4114
C 1.2122 -0.8115 -0.1435
O 0.7572 0.9195 -1.6450
H 1.1119 1.2465 1.5969
H -0.4545 0.9916 0.6608
H 0.5542 2.4448 0.4685
H 2.4085 0.7975 -0.3735
H 1.6318 -1.3724 -0.9786
H 0.1460 -1.0217 -0.0595
H 1.6387 -1.0962 0.8183
H 0.5085 0.0890 -2.0573
C -0.1904 3.3763 -4.3345
C -1.3520 3.5502 -3.4342
C -2.6300 2.9534 -3.9530
O -1.0939 3.0267 -2.2039
H 0.6830 3.7906 -3.8309
H -0.2984 4.0414 -5.1913
H 0.0229 2.4250 -4.8219
H -1.4316 4.5988 -3.1473
H -2.5082 1.8709 -3.9915
H -2.8804 3.3105 -4.9519
H -3.4347 3.2665 -3.2876
H -0.6326 2.1959 -2.3403
C 3.8169 2.8847 -4.3943
C 3.2781 2.0482 -3.3132
C 4.2927 1.1776 -2.5366
O 2.8326 2.9632 -2.3495
H 4.4559 2.2367 -4.9943
H 4.4572 3.7416 -4.1852
H 2.9305 3.1854 -4.9528
H 2.5023 1.3482 -3.6236
H 5.1141 1.7559 -2.1134
H 4.8051 0.4256 -3.1366
H 3.9501 0.5229 -1.7353
H 2.0603 2.5302 -1.9783
C 2.6950 -7.1694 0.8329
C 2.7327 -5.6552 0.4281
C 1.6907 -4.7919 1.1026
O 4.0329 -5.2455 0.7766
H 3.6921 -7.5595 0.6289
H 1.9829 -7.7723 0.2693
H 2.4746 -7.2829 1.8944
H 2.6875 -5.5920 -0.6591
H 1.8279 -3.7500 0.8131
H 1.6509 -4.9889 2.1740
H 0.6685 -5.0162 0.7979
H 4.6054 -5.5571 0.0718
O 2.5645 0.5407 4.2658
H 3.0366 -0.0230 3.6530
H 2.6527 1.4205 3.8994
O -0.1725 -1.3016 -3.0977
H 0.7053 -1.5319 -3.4021
H -0.7312 -1.4175 -3.8663
C 0.5269 4.1350 7.2446
O 0.1167 5.2287 6.4422
C -0.9986 5.9503 6.9426
C -1.3719 7.0638 5.9185
N -1.9178 6.4193 4.7732
C -2.1650 7.2115 3.5572
C -2.7795 6.4094 2.4214
O -1.9801 5.2877 2.1468
C -2.0861 4.7084 0.8267
H 1.4430 3.8566 6.7238
H -0.2452 3.3673 7.2957
H 0.8817 4.3414 8.2543
H -0.7380 6.3216 7.9337
H -1.7590 5.1718 7.0035
H -0.4847 7.6103 5.5988
H -2.0621 7.8140 6.3044
H -1.3423 5.6116 4.5821
H -1.2759 7.7603 3.2467
H -2.8913 7.9591 3.8761
H -2.7739 7.0717 1.5557
H -3.7589 6.0317 2.7152
H -1.5989 5.3809 0.1206
H -3.1453 4.6613 0.5737
H -1.5367 3.7676 0.7940
C -3.0234 0.9512 -0.4480
O -4.2341 0.1836 -0.5103
C -4.8141 0.1265 -1.8090
C -4.0644 -0.7503 -2.8637
N -4.4712 -0.4398 -4.2366
C -5.8797 -0.8884 -4.4099
C -6.4560 -0.6408 -5.8058
O -7.1931 0.6295 -5.8122
C -7.8451 0.9094 -7.0413
H -3.0301 2.0011 -0.7408
H -2.3281 0.4960 -1.1533
H -2.5893 0.8329 0.5448
H -4.9969 1.1748 -2.0452
H -5.8458 -0.2007 -1.6796
H -4.3326 -1.7887 -2.6690
H -2.9902 -0.6186 -2.7339
H -4.3880 0.5546 -4.3927
H -6.5960 -0.4562 -3.7111
H -5.9495 -1.9705 -4.2994
H -7.1582 -1.4543 -5.9885
H -5.5865 -0.7123 -6.4591
H -7.1271 0.8751 -7.8607
H -8.3500 1.8754 -7.0401
H -8.5763 0.1401 -7.2896
C 5.3644 -2.2172 -6.8736
O 4.4631 -1.3310 -6.2586
C 3.1545 -1.4196 -6.8208
C 1.9563 -1.1650 -5.8256
N 2.1459 -1.7849 -4.4981
C 1.8556 -3.2044 -4.5646
C 2.4594 -3.7520 -3.2901
O 3.8885 -3.4520 -3.3098
C 4.5414 -3.8731 -2.1549
H 5.3404 -3.1591 -6.3255
H 6.3843 -1.8365 -6.8201
H 5.1313 -2.3992 -7.9227
H 3.0518 -2.4289 -7.2192
H 3.1332 -0.7773 -7.7012
H 0.9760 -1.4337 -6.2193
H 2.0132 -0.1093 -5.5603
H 3.1403 -1.7601 -4.3229
H 2.3911 -3.6476 -5.4041
H 0.7849 -3.4063 -4.5321
H 2.3458 -4.8357 -3.2619
H 1.9831 -3.3352 -2.4027
H 5.5179 -3.4054 -2.0290
H 4.7856 -4.9342 -2.2049
H 3.9667 -3.6660 -1.2522
C -1.9826 -2.7539 0.0966
O -2.8356 -3.7673 0.5306
C -4.2172 -3.3032 0.4817
C -4.5725 -2.2763 1.5786
N -4.1757 -2.6685 2.8969
C -5.1125 -3.6769 3.4444
C -4.4224 -4.4347 4.6317
O -3.3553 -5.2916 4.2023
C -2.8386 -6.2289 5.1534
H -0.9445 -3.0846 0.1299
H -1.9211 -1.8939 0.7634
H -2.1315 -2.3489 -0.9044
H -4.8822 -4.1622 0.5713
H -4.4071 -2.8957 -0.5113
H -5.6427 -2.0872 1.4949
H -4.0499 -1.3372 1.3969
H -3.3409 -3.1512 2.5967
H -5.5483 -4.3738 2.7285
H -5.9771 -3.1067 3.7841
H -5.1531 -5.1337 5.0386
H -4.0048 -3.7854 5.4012
H -2.2509 -6.9542 4.5907
H -3.6064 -6.8132 5.6605
H -2.1342 -5.8257 5.8809
*
```


Entry 3:
Entry from the Open Molecules 2025 dataset: a molecular structure, C45H26Cl2I4N4O3S2Sr (ωB97M-V with the def2-TZVPD basis set).

Values from the calculation:
* highest occupied orbital energy: -1.96 eV
* orbital gap: 4.87 eV

Structure (ORCA input):
```
! wB97M-V def2-TZVPD RIJCOSX def2/J DEFGRID3
* xyz -2 1
Sr 0.0033 1.1782 -0.7036
I 9.8049 -0.3704 0.2721
C 7.7098 -0.3199 0.2104
C 7.0001 -1.5061 0.3036
C 5.6136 -1.4633 0.2655
C 4.9320 -0.2556 0.1358
C 5.6735 0.9197 0.0409
C 7.0609 0.8967 0.0774
C 3.4434 -0.2103 0.1017
C 2.8066 0.3935 1.2022
C 3.4922 0.8172 2.4095
C 2.5389 1.2769 3.2541
C 1.2707 1.1255 2.5662
C 0.0186 1.4490 3.1185
C 0.0166 2.0874 4.4666
C 0.2935 1.3512 5.6151
C 0.2823 1.9448 6.8697
C -0.0127 3.2947 6.9700
I -0.0363 4.2031 8.8590
C -0.2931 4.0535 5.8457
C -0.2756 3.4422 4.5995
C -1.2359 1.2154 2.5385
N -1.4434 0.6659 1.3177
C -2.7788 0.5232 1.1638
C -3.4155 -0.0802 0.0649
C -4.9032 -0.0047 0.0347
C -5.5350 1.2228 -0.1534
C -6.9194 1.3173 -0.1855
C -7.6755 0.1671 -0.0279
I -9.7677 0.2954 -0.0720
C -7.0755 -1.0678 0.1566
C -5.6897 -1.1433 0.1859
C -2.7879 -0.7153 -1.0178
C -3.4808 -1.2565 -2.1761
C -2.5266 -1.6953 -3.0261
C -1.2475 -1.4333 -2.3870
N -1.4496 -0.8532 -1.1784
C 0.0021 -1.6814 -2.9722
C 1.2603 -1.4226 -2.4032
C 2.5301 -1.7947 -3.0021
C 3.4941 -1.3979 -2.1404
C 2.8134 -0.7781 -1.0157
N 1.4745 -0.8136 -1.2161
C 0.0052 -2.1938 -4.3718
C -0.3263 -3.5101 -4.6751
C -0.3139 -3.9674 -5.9863
C 0.0345 -3.0876 -6.9978
I 0.0614 -3.7688 -8.9813
C 0.3627 -1.7689 -6.7258
C 0.3456 -1.3282 -5.4096
C -3.4679 1.0268 2.3395
C -2.5098 1.4521 3.1945
N 1.4746 0.6071 1.3304
H 7.5158 -2.4508 0.4095
H 5.0427 -2.3806 0.3424
H 5.1505 1.8615 -0.0734
H 7.6236 1.8165 -0.0035
H 4.5535 0.7571 2.5918
H 2.6803 1.6735 4.2470
H 0.5133 0.2947 5.5206
H 0.4952 1.3597 7.7539
H -0.5181 5.1076 5.9328
H -0.4855 4.0226 3.7093
H -4.9274 2.1089 -0.2920
H -7.3967 2.2752 -0.3403
H -7.6758 -1.9589 0.2802
H -5.2042 -2.1002 0.3342
H -4.5477 -1.2645 -2.3318
H -2.6708 -2.1298 -4.0025
H 2.6636 -2.2947 -3.9486
H 4.5604 -1.5019 -2.2625
H -0.5928 -4.1846 -3.8705
H -0.5685 -4.9942 -6.2116
H 0.6221 -1.0874 -7.5242
H 0.5816 -0.2959 -5.1743
H -4.5347 1.0246 2.4989
H -2.6468 1.8643 4.1819
Cl 0.5166 -3.7711 0.8295
C 0.0617 -2.2217 1.5651
Cl -1.3091 -2.4146 2.6835
H -0.2333 -1.5425 0.7737
H 0.9074 -1.8471 2.1266
O 0.3224 2.1799 -3.1491
S -0.2548 3.4508 -2.6101
O -0.5161 4.4460 -3.6318
O -1.4690 3.0623 -1.8297
S 1.0889 4.0973 -1.2104
*
```


no.,calculated total energy (eV)
1,-120706.1714
2,-89371.0042
3,-139150.8943